<one>
Density functional theory data (the ωB97M-V functional and the def2-TZVPD basis) for the ion C3H6IN2OS with charge +1.

Values from the calculation:
* frontier orbital gap: 7.899 eV
* total charge: +1
* highest occupied orbital energy: -12.81 eV
* LUMO: -4.91 eV

```
14
Properties=species:S:1:pos:R:3:nbo_charge:R:1
C -1.4043 0.0910 -0.2157 0.538
C -0.4947 0.6015 -1.3689 -0.659
C 1.6326 -0.2562 -0.0167 0.042
N -1.2792 -1.0057 0.4466 -0.714
N 2.6198 -0.1616 0.8058 -0.623
O -2.3675 1.0127 0.0326 -0.659
S 1.0572 1.1445 -0.6924 0.505
I -2.4718 -1.7104 1.9932 0.364
H -0.3676 -0.3015 -1.9899 0.274
H -1.2644 1.2899 -1.9206 0.333
H 1.3218 -1.1882 -0.2645 0.252
H 2.9774 -0.9468 1.3421 0.444
H 2.8818 0.6989 1.0776 0.408
H -2.8410 0.7320 0.7707 0.494
```


<two>
Density functional theory data (the ωB97M-V functional and the def2-TZVPD basis) for the ion C3H6IN2OS with charge +1.

Values from the calculation:
* frontier orbital gap: 8.744 eV
* total charge: +1
* highest occupied orbital energy: -13.33 eV
* LUMO: -4.59 eV

```
14
Properties=species:S:1:pos:R:3:nbo_charge:R:1
C 0.6573 -1.7048 0.1539 0.647
C -0.8582 -1.8594 0.2004 -0.574
C -0.7862 0.8950 0.0406 0.084
N 1.0754 -0.3937 0.5316 -0.971
N -0.4202 2.0540 -0.4799 -0.734
O 1.3252 -2.6765 -0.0697 -0.507
S -1.6192 -0.4503 -0.7588 0.327
I 2.5157 0.7074 -0.0202 1.030
H -1.0394 -2.7548 -0.3429 0.280
H -1.3706 -1.9445 1.1283 0.261
H -0.8618 0.7797 1.0871 0.237
H -0.1494 2.8275 0.1715 0.432
H -0.3454 2.2931 -1.4666 0.442
H 1.8769 2.2271 -0.1752 0.046
```


Pick <one>: it beats the second-best structure by 250.7 kJ/mol.


<one>
Density functional theory data (the ωB97M-V functional and the def2-TZVPD basis) for the molecule C5H7NO4.

Values from the calculation:
* frontier orbital gap: 9.858 eV
* total charge: 0
* highest occupied orbital energy: -9.48 eV
* structure (SMILES): O=C(O)[C@H]1N[C@H]2[C@@H](O)[C@@]12O
* LUMO: 0.38 eV

```
17
Properties=species:S:1:pos:R:3:nbo_charge:R:1
O -2.5720 -0.0739 -0.6079 -0.509
C -1.4143 -0.0666 -0.9402 0.789
O -1.1103 0.6522 -2.2289 -0.742
C -0.3398 -0.9358 -0.3177 -0.203
N 1.0623 -0.7744 -0.7858 -0.575
C 1.4558 -0.2315 0.5101 -0.103
C 0.5716 0.9258 0.9230 0.055
O -0.1216 1.7247 0.0213 -0.737
C 0.0706 -0.4709 1.0805 0.216
O -0.3162 -1.0561 2.2529 -0.670
H -0.3131 0.2897 -2.6354 0.473
H -0.6670 -1.9857 -0.3448 0.255
H 1.1951 -0.0869 -1.5276 0.333
H 2.4451 -0.4090 0.9329 0.219
H 0.8561 1.4052 1.8639 0.209
H -0.1286 1.4809 -1.0431 0.503
H -0.6738 -0.3878 2.8469 0.487
```


<two>
Density functional theory data (the ωB97M-V functional and the def2-TZVPD basis) for a cluster of 2 separate species, C5H7NO4 in total.

Values from the calculation:
* frontier orbital gap: 8.732 eV
* total charge: 0
* highest occupied orbital energy: -7.92 eV
* structure (SMILES): Nc1ccc(OC=O)o1.O
* LUMO: 0.82 eV

```
17
Properties=species:S:1:pos:R:3:nbo_charge:R:1
N -1.5338 1.4154 0.9573 -0.814
C -0.3508 1.4950 1.6487 0.458
C 0.2152 2.4375 2.4651 -0.389
C 1.5594 1.9754 2.7321 -0.322
C 1.6982 0.8436 2.0060 0.506
O 2.8347 0.0457 1.8162 -0.512
C 3.2709 -0.2885 0.5969 0.663
O 3.4555 -1.4264 0.2431 -0.526
O 0.5183 0.4761 1.4458 -0.425
H -1.8905 0.4761 0.8221 0.395
H -2.2493 2.0558 1.2761 0.391
H -0.2655 3.3371 2.8371 0.229
H 2.2312 2.3167 3.5140 0.240
H 3.1785 0.5742 -0.0801 0.106
O 2.0727 -3.1458 2.2746 -0.943
H 2.5932 -3.6111 1.5557 0.475
H 2.7584 -2.7543 2.8277 0.468
```


Pick <two>: it beats the second-best structure by 164.3 kJ/mol.


<one>
Density functional theory data (the ωB97M-V functional and the def2-TZVPD basis) for the molecule C7H12N4O2S.

Values from the calculation:
* frontier orbital gap: 9.218 eV
* total charge: 0
* highest occupied orbital energy: -8.76 eV
* LUMO: 0.46 eV

```
26
Properties=species:S:1:pos:R:3:nbo_charge:R:1
C -1.3868 0.6069 -1.6526 0.798
C 1.8059 -0.6344 -0.2649 0.765
C 0.2521 1.2272 -0.0717 0.224
C -0.6539 0.1200 0.4775 0.472
C 0.2004 2.5237 0.7397 -0.613
C -0.9694 -0.0367 1.9252 -0.667
C 0.4910 -2.6513 0.1122 -0.311
N -0.3340 1.4221 -1.3921 -0.649
N -1.6220 -0.0876 -0.4550 -0.649
N 1.6007 0.7387 -0.1350 -0.654
N 0.7736 -1.2980 0.2824 -0.560
O -2.0440 0.5268 -2.6500 -0.589
O 2.8253 -1.1068 -0.7202 -0.657
S -0.3547 -3.0789 -1.4931 -0.123
H 0.8150 3.2784 0.2569 0.222
H 0.5904 2.3413 1.7368 0.226
H -0.8202 2.8911 0.8022 0.220
H -1.4864 -0.9787 2.0905 0.233
H -1.6195 0.7762 2.2480 0.231
H -0.0579 -0.0258 2.5133 0.250
H -0.1928 -3.0025 0.8868 0.202
H 1.4186 -3.2300 0.1343 0.237
H 0.0981 1.9700 -2.1152 0.421
H -2.3049 -0.8279 -0.4117 0.433
H 2.2878 1.3300 -0.5797 0.401
H 0.6878 -2.7936 -2.2648 0.138
```


<two>
Density functional theory data (the ωB97M-V functional and the def2-TZVPD basis) for a structure of composition C7H12N4O2S.

Values from the calculation:
* frontier orbital gap: 7.546 eV
* total charge: 0
* highest occupied orbital energy: -6.89 eV
* LUMO: 0.66 eV

```
26
Properties=species:S:1:pos:R:3:nbo_charge:R:1
C -0.8380 1.6494 -0.5039 -0.179
C 0.2014 0.8203 -0.6982 0.211
C 0.4338 -0.4852 -0.1260 -0.168
C -0.2940 -1.5391 0.3470 0.538
C 2.1483 -0.0544 -1.5498 -0.042
C -2.8206 1.8303 1.4447 -0.343
C 2.8430 -0.9352 0.6892 -0.426
N 1.4031 1.1524 -1.2845 -0.630
N -1.6589 -1.4209 0.3906 -0.857
N -2.0774 1.1372 -0.1802 -0.704
N 1.7920 -0.8787 -0.3325 -0.479
O -3.8906 -0.4572 0.1153 -0.967
O 0.2585 -2.6948 0.5864 -0.664
S -2.6523 -0.3391 -0.5688 1.634
H -0.7833 2.6935 -0.8478 0.187
H 1.6689 -0.6735 -2.3528 0.173
H 3.2055 0.1309 -1.6283 0.199
H -2.6117 2.8937 1.3641 0.192
H -3.8097 1.7191 1.3544 0.197
H -2.2460 1.3563 2.3436 0.216
H 3.1126 0.0899 0.9825 0.189
H 2.5225 -1.4794 1.6246 0.210
H 3.6177 -1.4939 0.0930 0.207
H 1.4597 1.7924 -2.0515 0.386
H -2.2442 -2.2223 0.4737 0.405
H 1.2597 -2.5918 0.3150 0.517
```


Pick <one>: it beats the second-best structure by 543.5 kJ/mol.


<one>
Density functional theory data (the ωB97M-V functional and the def2-TZVPD basis) for a cluster of 2 separate species, C5H17N2O in total.

Values from the calculation:
* 2S+1: 2
* frontier orbital gap (alpha / beta): 3.732 / 9.832 eV
* total charge: 0
* highest occupied orbital energy (alpha / beta): -3.17 / -9.37 eV
* LUMO (alpha / beta): 0.56 / 0.46 eV

```
25
Properties=species:S:1:pos:R:3:nbo_charge:R:1
N 1.7739 -0.4227 -0.8107 -1.067
C 0.6283 -0.8549 0.0953 -0.140
C 0.4687 -2.3318 -0.2731 -0.689
C -0.6377 -0.1261 -0.2683 -0.254
N -0.1287 1.2957 -0.4448 -0.480
C -0.3892 1.9308 -1.7641 -0.459
C -0.8391 2.1187 0.5375 -0.435
H 1.3677 -0.4230 -1.8231 0.250
H 1.9939 0.6055 -0.6584 0.430
H 2.4883 -1.1436 -0.6021 0.333
H 0.9593 -0.7311 1.1739 0.229
H 0.4423 -2.2980 -1.5184 0.200
H 1.0588 -3.1547 0.0833 0.236
H -0.5325 -2.6970 0.0047 0.219
H -1.0942 -0.4335 -1.1884 0.215
H -1.4135 -0.1742 0.5034 0.221
H -1.4799 1.9583 -2.0839 0.179
H -0.1931 3.0180 -1.6624 0.206
H 0.2513 1.7476 -2.6097 0.215
H -0.8964 1.8591 1.6225 0.210
H -1.9733 1.8561 0.4599 0.163
H -0.5736 3.1709 0.5721 0.214
H -0.3759 -0.9186 3.9198 0.466
H -0.0705 -2.1978 3.2586 0.464
O -0.8346 -1.6539 3.4766 -0.931
```


<two>
Density functional theory data (the ωB97M-V functional and the def2-TZVPD basis) for a cluster of 2 separate species, C5H17N2O in total.

Values from the calculation:
* 2S+1: 2
* frontier orbital gap (alpha / beta): 3.347 / 9.990 eV
* total charge: 0
* highest occupied orbital energy (alpha / beta): -2.49 / -9.42 eV
* LUMO (alpha / beta): 0.86 / 0.57 eV

```
25
Properties=species:S:1:pos:R:3:nbo_charge:R:1
C 0.6812 1.4036 0.5758 -0.264
N 0.3969 0.2959 1.5779 -0.679
C -0.7175 0.5057 2.5830 -0.439
C 0.9683 0.6048 -0.7729 -0.072
N -0.0811 -0.5287 -0.8281 -0.733
C 0.4324 -1.7654 -0.3760 -0.577
C 1.2124 1.4777 -2.0872 -0.677
H 1.5587 2.1269 0.8695 0.198
H -0.1071 2.2012 0.5232 0.218
H 1.2419 0.0844 2.1634 0.371
H -1.4557 -0.3144 2.2234 0.188
H -0.4343 0.2180 3.5441 0.199
H -1.3068 1.4399 2.5271 0.203
H 1.9189 -0.0207 -0.5959 0.210
H -0.2777 -0.6608 -1.8988 0.292
H -1.0530 -0.3405 -0.5164 0.455
H 1.0709 -2.3403 -1.0665 0.228
H 0.7811 -1.4899 0.6552 0.254
H -0.3477 -2.5454 0.0981 0.215
H 1.6298 2.3547 -1.6648 0.213
H 1.8166 0.9965 -2.7900 0.225
H 0.2971 1.8511 -2.6386 0.228
H -2.4707 -2.4757 -0.4514 0.447
H -3.3103 -1.4507 -0.8537 0.446
O -2.4443 -1.6279 -0.8002 -1.148
```


Pick <one>: it beats the second-best structure by 72.0 kJ/mol.


<one>
Density functional theory data (the ωB97M-V functional and the def2-TZVPD basis) for the ion C6H7O4S with charge -1.

Values from the calculation:
* frontier orbital gap: 8.462 eV
* total charge: -1
* highest occupied orbital energy: -4.93 eV
* structure (SMILES): C=C/C=C\CC(=O)S(=O)(=O)[O-]
* LUMO: 3.54 eV

```
18
Properties=species:S:1:pos:R:3:nbo_charge:R:1
C 0.0308 1.0206 -1.9149 -0.366
C -0.6460 -0.1046 -1.4782 -0.259
C -1.7143 -0.3331 -0.4846 -0.232
C -1.7714 -0.3361 0.7743 -0.179
C -0.5522 -0.4660 1.5042 -0.594
C 0.4907 0.5525 0.9910 0.414
O 0.3526 1.7126 1.0963 -0.561
S 2.2029 -0.1947 0.4953 2.254
O 1.8614 -1.6777 0.2936 -1.028
O 2.4149 0.5428 -0.7484 -1.009
O 3.2042 0.0658 1.5381 -0.985
H 0.6903 0.9911 -2.7696 0.212
H -0.0046 1.9344 -1.1456 0.224
H -0.4053 -1.1655 -2.0079 0.205
H -2.5985 -0.2671 -1.1370 0.197
H -2.7894 -0.4296 1.2074 0.200
H -0.6188 -0.3939 2.5660 0.229
H -0.1473 -1.4513 1.2201 0.279
```


<two>
Density functional theory data (the ωB97M-V functional and the def2-TZVPD basis) for the ion C6H7O4S with charge -1.

Values from the calculation:
* frontier orbital gap: 8.074 eV
* total charge: -1
* highest occupied orbital energy: -4.64 eV
* structure (SMILES): C[C@@H]1S[C@]2(C)O[C@@]1([O-])OC2=O
* LUMO: 3.44 eV

```
18
Properties=species:S:1:pos:R:3:nbo_charge:R:1
C -2.4555 0.7264 -0.5162 -0.658
C -1.0136 0.7437 -0.7182 -0.436
S -0.3088 -0.7945 -1.2709 -0.062
C 0.9827 -0.7102 0.4800 0.254
C 1.5673 -2.0566 0.7577 -0.676
O 0.1845 -0.0192 1.2669 -0.508
C -0.1394 1.1804 0.5568 0.763
O -0.6567 2.1718 1.1735 -0.795
O 1.1908 1.4294 -0.1981 -0.540
C 1.8147 0.2831 -0.2783 0.715
O 2.8145 0.0557 -0.8578 -0.641
H -2.4280 1.5933 0.1941 0.264
H -2.9288 -0.0643 0.0100 0.203
H -3.1101 0.9791 -1.3513 0.193
H -0.7055 1.5646 -1.3759 0.228
H 0.7390 -2.7891 0.6483 0.226
H 2.2290 -2.2141 1.5693 0.220
H 2.2239 -2.0794 -0.0899 0.252
```


Pick <two>: it beats the second-best structure by 218.3 kJ/mol.


<one>
Density functional theory data (the ωB97M-V functional and the def2-TZVPD basis) for a cluster of 2 separate species, C4H13N2 in total.

Values from the calculation:
* frontier orbital gap: 11.662 eV
* total charge: +1
* highest occupied orbital energy: -14.80 eV
* LUMO: -3.14 eV

```
19
Properties=species:S:1:pos:R:3:nbo_charge:R:1
C 1.2770 1.7981 -0.6243 -0.460
C 1.5671 0.9091 1.5098 0.034
N 1.0019 0.7625 0.3657 -0.474
H 0.8520 2.7923 -0.3448 0.233
H 0.8098 1.4908 -1.5676 0.205
H 2.3478 1.9229 -0.7876 0.225
H 2.1759 1.7800 1.7364 0.188
H 1.4184 0.1427 2.2989 0.194
H 0.4489 -0.5619 -0.1283 0.446
C -2.1823 -0.5884 0.3325 -0.626
C -1.4685 -1.2294 -0.8692 -0.223
N -0.0319 -1.4648 -0.5264 -0.717
H -1.8303 0.4448 0.5113 0.226
H -3.2145 -0.5382 0.1277 0.246
H -2.0475 -1.2062 1.2093 0.215
H -1.9463 -2.1931 -1.1019 0.226
H -1.4893 -0.5314 -1.7404 0.222
H 0.0460 -2.1627 0.1833 0.415
H 0.4794 -1.8008 -1.3642 0.426
```


<two>
Density functional theory data (the ωB97M-V functional and the def2-TZVPD basis) for a cluster of 2 separate species, C4H13N2 in total.

Values from the calculation:
* frontier orbital gap: 7.056 eV
* total charge: +1
* highest occupied orbital energy: -14.66 eV
* LUMO: -7.61 eV

```
19
Properties=species:S:1:pos:R:3:nbo_charge:R:1
C -1.5503 -0.9507 1.8623 -0.552
C -0.7687 -1.1947 0.5432 -0.558
C -0.6339 0.0354 -0.2676 0.407
C 0.0935 1.1236 0.3407 -0.461
N 1.5663 1.0089 0.6355 -0.701
N 1.0772 0.0830 -2.7096 -1.015
H -1.1600 0.0108 2.2683 0.213
H -1.2439 -1.6742 2.6094 0.264
H -2.6136 -0.9252 1.6860 0.244
H -1.2976 -2.0454 0.0572 0.274
H 0.2360 -1.5734 0.7589 0.279
H -1.2300 0.4757 -1.0697 0.252
H -0.0157 2.1552 -0.0216 0.257
H -0.1690 1.3288 1.3421 0.316
H 1.6405 -0.1227 0.5030 0.329
H 1.5991 -0.7244 -3.1350 0.399
H 2.0866 1.2992 -0.1734 0.385
H 0.5607 -0.2769 -1.9071 0.294
H 0.2592 0.3472 -3.2711 0.373
```


Pick <one>: it beats the second-best structure by 391.7 kJ/mol.